Here is a structure of composition C68H93N3O5Si2 at a distorted geometry from the OMol25 dataset. Energies are from ωB97M-V with the def2-TZVPD basis set.

Calculated values
LUMO (eV): 0.44
Total charge: 0
HOMO-LUMO gap (eV): 9.6
Highest occupied orbital energy (eV): -9.2

Positions of all 171 atoms, in Å:
1 C -0.07611 5.22051 3.11971
2 C -0.56201 5.41888 1.71323
3 O 0.03140 5.00800 0.73678
4 O -1.73353 6.09331 1.65530
5 C -1.85502 7.05810 0.59197
6 C -2.25458 6.48583 -0.75272
7 C -3.72264 6.08572 -0.82675
8 C -4.16160 4.97047 0.12838
9 C -3.24817 3.73258 0.15506
10 C -3.19720 3.11263 1.56122
11 Si -2.39313 1.41515 1.67055
12 C -3.68822 0.15283 2.19469
13 C -3.26939 -1.30759 1.96923
14 C -3.47369 -1.81599 0.54708
15 O -4.81817 -1.61544 0.09611
16 O -1.75969 0.87545 0.21877
17 Si -0.20093 1.16172 -0.28734
18 O 0.33258 -0.26258 -0.96931
19 C -0.17684 2.44913 -1.67905
20 C -1.44336 2.52927 -2.55347
21 C -1.46190 1.51453 -3.72891
22 C -2.84645 0.88958 -3.86096
23 N -3.09711 -0.13639 -2.80976
24 C -3.36892 -1.38155 -3.43849
25 N -4.55100 -1.68085 -3.79215
26 N -2.25747 -2.23851 -3.68529
27 C 0.97955 1.74070 1.03107
28 C 1.51807 0.69826 2.06446
29 C 1.52560 1.27037 3.50005
30 C 0.83900 -0.66198 2.04909
31 H 0.79060 4.56883 3.11388
32 H 0.23166 6.18959 3.50860
33 H -0.85497 4.79978 3.74927
34 H -2.63455 7.74665 0.91378
35 H -0.93076 7.62942 0.51610
36 H -1.60061 5.67086 -1.04961
37 H -2.08590 7.28451 -1.47911
38 H -4.31109 6.97134 -0.56677
39 H -4.01802 5.83544 -1.84672
40 H -4.23898 5.37769 1.13697
41 H -5.16360 4.63612 -0.14010
42 H -2.23724 3.97382 -0.15818
43 H -3.70342 2.98526 -0.49285
44 H -4.22621 3.01080 1.91696
45 H -2.71280 3.79135 2.26497
46 H -1.37134 1.43920 2.74181
47 H -3.80616 0.30684 3.26991
48 H -4.65387 0.34734 1.73209
49 H -3.90375 -1.93357 2.60333
50 H -2.24494 -1.50492 2.28511
51 H -2.78916 -1.32097 -0.14273
52 H -3.30079 -2.89021 0.53542
53 H -4.84446 -0.74495 -0.29597
54 H 0.61600 -0.11567 -1.86945
55 H 0.12556 3.42550 -1.30225
56 H 0.63334 2.12593 -2.34283
57 H -2.35058 2.40842 -1.97495
58 H -1.45016 3.52071 -3.00942
59 H -1.26242 2.05242 -4.65483
60 H -0.70928 0.75021 -3.54882
61 H -2.93189 0.40220 -4.82933
62 H -3.60252 1.66720 -3.78344
63 H -3.94425 0.10122 -2.31310
64 H -4.51450 -2.59755 -4.23473
65 H -2.07710 -2.77691 -2.84654
66 H -1.42821 -1.71427 -3.92691
67 H 0.61086 2.61024 1.57437
68 H 1.83721 2.12584 0.47245
69 H 2.56774 0.52139 1.82985
70 H 2.46614 0.99989 3.98268
71 H 1.48477 2.35643 3.50658
72 H 0.72883 0.83410 4.09805
73 H 1.22274 -1.22798 2.90294
74 H -0.24083 -0.61733 2.17875
75 H 1.08712 -1.26015 1.17634
76 C -9.67320 4.62288 -2.12668
77 C -8.83570 5.72975 -2.11760
78 C -7.47332 5.57060 -2.32801
79 C -6.95083 4.30495 -2.55367
80 C -7.78767 3.19794 -2.56511
81 C -9.14925 3.35694 -2.34875
82 H -10.73541 4.74691 -1.96042
83 H -9.24525 6.71687 -1.94635
84 H -6.81812 6.43267 -2.31588
85 H -5.88760 4.18096 -2.72123
86 H -7.37904 2.21121 -2.74322
87 H -9.80214 2.49387 -2.35359
88 C 4.74088 -2.09406 2.78036
89 C 5.29947 -0.99654 2.14125
90 C 6.09873 -0.11014 2.85005
91 C 6.34579 -0.32998 4.19820
92 C 5.78977 -1.43057 4.83706
93 C 4.98337 -2.31139 4.12947
94 H 4.11412 -2.77967 2.22361
95 H 5.10833 -0.83183 1.08797
96 H 6.52882 0.74994 2.35302
97 H 6.97175 0.35822 4.75235
98 H 5.98379 -1.60026 5.88876
99 H 4.54390 -3.16536 4.62823
100 C 5.29141 -5.11945 0.02876
101 C 5.26047 -6.50693 0.02402
102 C 4.13102 -7.17471 -0.42873
103 C 3.03410 -6.45547 -0.88264
104 C 3.06528 -5.06808 -0.88018
105 C 4.19305 -4.40109 -0.42244
106 H 6.17055 -4.59760 0.38481
107 H 6.11722 -7.06820 0.37370
108 H 4.10557 -8.25672 -0.42783
109 H 2.15463 -6.97644 -1.23862
110 H 2.21048 -4.50615 -1.23442
111 H 4.21514 -3.31827 -0.41666
112 C 11.36895 -0.55120 7.68918
113 C 12.15435 0.25592 6.87767
114 C 11.73624 0.56585 5.59131
115 C 10.52695 0.07513 5.11908
116 C 9.73910 -0.72848 5.93158
117 C 10.16141 -1.04503 7.21537
118 H 11.69641 -0.79271 8.69233
119 H 13.09321 0.64624 7.24944
120 H 12.35125 1.19224 4.95840
121 H 10.19741 0.31907 4.11704
122 H 8.79603 -1.11027 5.56225
123 H 9.54879 -1.67513 7.84720
124 C 11.83125 3.78402 9.20517
125 C 11.83748 5.13988 9.50259
126 C 10.90521 5.98322 8.91481
127 C 9.96302 5.46944 8.03441
128 C 9.95589 4.11326 7.73943
129 C 10.89185 3.27008 8.32215
130 H 12.56001 3.12645 9.66233
131 H 12.56913 5.53962 10.19295
132 H 10.91271 7.04126 9.14291
133 H 9.23393 6.12693 7.57848
134 H 9.22082 3.71152 7.05370
135 H 10.88759 2.21512 8.08910
136 C -2.76155 -6.85491 -1.09701
137 C -2.90442 -5.48855 -0.89353
138 C -3.85751 -4.77731 -1.60822
139 C -4.67348 -5.43050 -2.52165
140 C -4.53172 -6.79534 -2.72412
141 C -3.57311 -7.50736 -2.01379
142 H -2.01732 -7.41052 -0.54089
143 H -2.27245 -4.97848 -0.17679
144 H -3.96963 -3.71039 -1.45211
145 H -5.41970 -4.87330 -3.07380
146 H -5.16767 -7.30636 -3.43585
147 H -3.46012 -8.57188 -2.17558
148 C -3.83542 -8.06315 -6.33051
149 C -2.86596 -8.42335 -5.40519
150 C -2.07840 -9.54471 -5.62685
151 C -2.25625 -10.30205 -6.77642
152 C -3.22449 -9.93994 -7.70250
153 C -4.01620 -8.82220 -7.47840
154 H -4.45013 -7.18883 -6.15650
155 H -2.72382 -7.82942 -4.51406
156 H -1.32518 -9.82847 -4.90281
157 H -1.63992 -11.17459 -6.95084
158 H -3.36220 -10.52942 -8.59972
159 H -4.77353 -8.54202 -8.19917
160 C -4.37784 0.77163 -7.19603
161 C -5.50640 0.29477 -6.53800
162 C -6.75875 0.78790 -6.87990
163 C -6.88274 1.74518 -7.87776
164 C -5.75428 2.21675 -8.53319
165 C -4.49968 1.73278 -8.18988
166 H -3.40104 0.38841 -6.93084
167 H -5.41411 -0.45377 -5.75845
168 H -7.63984 0.42539 -6.36611
169 H -7.86060 2.12532 -8.14419
170 H -5.85268 2.96292 -9.31111
171 H -3.61824 2.10430 -8.69680



Here is a cluster of 14 separate species, C69H124N22O9 in total at a distorted geometry from the OMol25 dataset. Energies are from ωB97M-V with the def2-TZVPD basis set.

Calculated values
LUMO (eV): -11.81
Total charge: +8
HOMO-LUMO gap (eV): 7.5
Highest occupied orbital energy (eV): -19.3

Positions of all 224 atoms, in Å:
1 C -12.04096 -8.67066 17.37725
2 C -10.75140 -9.46476 16.92913
3 N -10.94771 -10.97990 16.85189
4 C -10.97622 -11.86285 17.92814
5 C -11.25973 -13.06088 17.40242
6 N -11.30353 -12.92356 15.99091
7 C -11.12877 -11.65498 15.67808
8 C -11.58490 -14.07436 15.12812
9 H -12.32611 -8.14906 16.48821
10 H -11.72096 -8.01307 18.21435
11 H -12.78067 -9.34426 17.87536
12 H -9.87626 -9.21930 17.53946
13 H -10.49047 -9.21231 15.90750
14 H -10.89116 -11.41959 18.95627
15 H -11.48048 -13.99712 17.82240
16 H -11.16795 -11.13783 14.71409
17 H -12.02842 -14.72247 15.84593
18 H -10.65726 -14.46502 14.73511
19 H -12.26971 -13.93789 14.32193
20 C -16.04137 -20.89099 20.03296
21 C -15.78606 -19.40976 20.35585
22 N -14.74955 -19.25050 21.40637
23 C -14.23298 -18.03331 21.85025
24 C -13.38410 -18.36040 22.89261
25 N -13.51303 -19.72577 23.12591
26 C -14.29358 -20.23177 22.16610
27 C -12.81106 -20.48530 24.19671
28 H -16.73616 -21.39261 20.65702
29 H -15.06682 -21.40924 19.96905
30 H -16.53844 -20.95412 19.06710
31 H -16.68964 -18.87572 20.74004
32 H -15.45548 -18.94758 19.40886
33 H -14.42798 -17.08774 21.43551
34 H -12.65724 -17.85800 23.52314
35 H -14.59927 -21.24472 22.04991
36 H -13.50169 -20.78505 24.97423
37 H -12.08059 -19.83232 24.65897
38 H -12.40946 -21.35265 23.72881
39 C -3.68578 -25.06654 26.21387
40 C -4.32207 -24.20773 27.28923
41 N -4.02356 -22.72141 27.00518
42 C -2.78141 -22.08425 26.71939
43 C -3.06435 -20.79164 26.59724
44 N -4.43745 -20.62692 26.86032
45 C -4.95551 -21.82022 27.08914
46 C -5.24987 -19.46582 26.55326
47 H -2.61725 -24.83047 26.04289
48 H -4.20888 -24.94345 25.24934
49 H -3.73143 -26.12726 26.49352
50 H -4.01635 -24.47765 28.32858
51 H -5.40077 -24.36658 27.32776
52 H -1.82468 -22.61588 26.66855
53 H -2.47594 -19.94759 26.40385
54 H -6.00170 -21.99660 27.31872
55 H -4.94855 -18.61096 27.17634
56 H -6.30474 -19.71563 26.66572
57 H -4.99740 -19.13258 25.56694
58 C -12.19402 -15.23867 30.29055
59 C -13.32999 -16.00512 29.68916
60 N -14.52141 -15.91828 30.55898
61 C -14.72363 -16.51988 31.77903
62 C -15.93806 -16.13223 32.27814
63 N -16.38806 -15.13165 31.39649
64 C -15.55840 -15.06056 30.35874
65 C -17.61749 -14.31321 31.57095
66 H -11.80934 -15.61970 31.24153
67 H -12.34652 -14.13189 30.31194
68 H -11.33602 -15.45975 29.58109
69 H -13.05796 -17.02543 29.53695
70 H -13.52793 -15.57153 28.70333
71 H -14.00464 -17.21316 32.22185
72 H -16.45638 -16.49375 33.17151
73 H -15.62844 -14.45726 29.44872
74 H -17.47215 -13.31740 31.17483
75 H -17.87989 -14.27236 32.64353
76 H -18.36230 -14.82622 30.94032
77 C -16.16067 -9.51064 25.51156
78 C -14.76526 -10.07221 25.12666
79 N -13.71817 -9.14652 25.44628
80 C -12.57696 -9.38251 26.21853
81 C -11.83390 -8.26214 26.19605
82 N -12.53717 -7.30678 25.42118
83 C -13.65757 -7.90133 24.98489
84 C -12.25307 -5.84130 25.43070
85 H -16.36321 -8.71483 24.81778
86 H -16.06470 -9.22501 26.56346
87 H -16.90875 -10.28350 25.52689
88 H -14.61458 -10.29702 24.06731
89 H -14.52886 -10.96708 25.73475
90 H -12.27268 -10.32460 26.63764
91 H -10.88307 -7.95043 26.62334
92 H -14.41684 -7.40969 24.34258
93 H -11.79405 -5.50014 24.48770
94 H -11.54050 -5.67330 26.26086
95 H -13.12869 -5.26728 25.65755
96 C -11.04166 -2.44939 20.13616
97 C -10.83549 -3.66893 21.01430
98 N -9.38154 -3.90139 21.19739
99 C -8.33826 -3.00904 21.12536
100 C -7.19228 -3.72538 21.11749
101 N -7.59094 -5.04084 21.24029
102 C -8.89293 -5.14103 21.22937
103 C -6.73126 -6.20710 21.15572
104 H -10.89352 -2.57615 19.03839
105 H -10.34676 -1.67265 20.52461
106 H -12.05817 -2.09253 20.32089
107 H -11.18788 -4.60890 20.60724
108 H -11.24995 -3.53177 22.02134
109 H -8.39020 -1.95212 21.18512
110 H -6.17608 -3.42419 21.15136
111 H -9.43706 -6.08053 21.15805
112 H -7.25342 -6.98964 20.61912
113 H -6.49780 -6.49534 22.18515
114 H -5.88601 -5.94691 20.52856
115 C -19.32632 -20.46640 25.29248
116 C -19.30278 -19.42395 26.38680
117 N -18.77325 -18.11470 25.88619
118 C -17.46597 -17.67207 25.95464
119 C -17.46320 -16.54548 25.22657
120 N -18.69294 -16.27514 24.78139
121 C -19.47921 -17.27640 25.17174
122 C -19.08718 -15.00826 24.09528
123 H -20.10690 -20.39377 24.54607
124 H -19.48815 -21.40224 25.84119
125 H -18.31688 -20.62295 24.91399
126 H -18.76818 -19.63665 27.31526
127 H -20.24030 -18.98174 26.75396
128 H -16.62357 -18.06095 26.54410
129 H -16.59586 -15.94713 25.06494
130 H -20.49765 -17.33947 24.96532
131 H -19.70574 -15.30980 23.24837
132 H -18.23651 -14.45931 23.74025
133 H -19.73675 -14.41308 24.73502
134 C -8.14958 -14.48313 26.54366
135 C -9.65945 -14.27223 26.53622
136 N -10.20229 -13.67803 25.26912
137 C -10.16703 -12.38174 24.91314
138 C -10.90306 -12.25086 23.79198
139 N -11.41018 -13.50731 23.43289
140 C -10.95058 -14.36808 24.38322
141 C -12.50797 -13.62959 22.50596
142 H -7.89935 -15.12097 27.39624
143 H -7.65875 -13.52429 26.65352
144 H -7.83253 -15.03772 25.64014
145 H -9.84929 -13.50402 27.29376
146 H -10.27864 -15.13047 26.80702
147 H -9.68414 -11.57915 25.49701
148 H -11.19510 -11.40276 23.18760
149 H -11.15409 -15.44036 24.47615
150 H -12.56171 -12.72098 21.87042
151 H -13.45680 -13.72162 23.08411
152 H -12.31454 -14.53358 21.93187
153 C -9.08786 -15.72329 20.57157
154 C -7.78535 -15.45509 21.29252
155 N -6.82989 -16.60056 20.98798
156 C -6.00458 -16.69073 19.85092
157 C -5.25512 -17.83447 20.05199
158 N -5.74505 -18.43932 21.15976
159 C -6.62780 -17.66220 21.76957
160 C -5.35878 -19.83778 21.58850
161 H -9.61869 -16.63452 20.85746
162 H -8.91706 -15.79988 19.51164
163 H -9.73730 -14.84923 20.60707
164 H -7.88959 -15.33961 22.35730
165 H -7.36510 -14.49745 20.99719
166 H -5.90264 -15.89299 19.15483
167 H -4.41455 -18.25514 19.52648
168 H -7.30821 -17.84523 22.58939
169 H -6.08042 -20.04559 22.36829
170 H -4.34951 -19.74778 22.08138
171 H -5.39166 -20.55756 20.76058
172 C -2.45208 -13.39364 24.33071
173 C -1.50695 -12.31493 23.70180
174 N -0.79571 -11.70334 24.89727
175 C -1.33350 -10.88229 25.88614
176 C -0.36472 -10.57331 26.83248
177 N 0.78751 -11.21753 26.35840
178 C 0.49053 -11.87644 25.22344
179 C 2.18554 -11.08828 27.01326
180 H -1.75817 -14.13468 24.72888
181 H -2.99120 -13.96560 23.59709
182 H -3.04794 -12.97605 25.11642
183 H -2.02911 -11.44912 23.25076
184 H -0.77401 -12.70572 22.97927
185 H -2.39548 -10.62015 25.84881
186 H -0.34142 -9.90461 27.67199
187 H 1.19711 -12.52222 24.70392
188 H 2.82196 -10.59650 26.31163
189 H 2.52456 -12.10599 27.32551
190 H 2.04314 -10.46963 27.90600
191 C -2.88923 -13.37833 32.18766
192 C -4.01602 -13.78828 31.26355
193 N -5.23648 -12.96143 31.59833
194 C -6.39238 -12.89625 30.88090
195 C -7.28402 -12.11849 31.56875
196 N -6.48781 -11.65941 32.65980
197 C -5.27482 -12.18073 32.65504
198 C -6.94965 -10.75023 33.70613
199 H -3.03049 -13.48616 33.25626
200 H -2.74068 -12.31838 32.04864
201 H -1.93434 -13.82321 31.89335
202 H -4.37366 -14.82693 31.45540
203 H -3.74705 -13.70798 30.21698
204 H -6.38691 -13.54122 30.02789
205 H -8.25729 -11.74698 31.36424
206 H -4.51710 -12.03518 33.41183
207 H -7.42911 -9.92513 33.15738
208 H -6.08867 -10.33297 34.24942
209 H -7.66386 -11.15442 34.44534
210 O -14.07367 -12.74006 27.25735
211 C -12.59981 -13.10085 27.39502
212 O -12.34566 -14.25163 27.20450
213 O -11.93329 -12.06186 27.60822
214 H -13.97266 -11.89313 27.75595
215 O -12.82437 -8.13713 21.93465
216 C -11.91875 -9.23174 21.90338
217 O -10.82475 -9.14188 22.58333
218 O -12.14363 -10.09289 21.06263
219 H -12.95399 -7.97162 20.99447
220 O -10.37881 -18.15136 25.47223
221 C -9.63343 -17.60216 24.28358
222 O -8.40030 -17.64265 24.43570
223 O -10.42605 -17.27911 23.36657
224 H -9.67005 -18.36218 26.07118



> Number 1 is which compound?

C68H93N3O5Si2



> Among the records above, which one has the highest highest occupied orbital energy?

C68H93N3O5Si2